{
  "formula": "C27H66N2O7",
  "method": "the ωB97M-V functional and the def2-TZVPD basis",
  "orbital_gap_ev": 8.640,
  "spin_multiplicity": 1,
  "homo_energy_ha": -0.29936,
  "smiles": "CC1(C)CCCC(C)(C)N1O.CC1(C)CCCC(C)(C)N1O.CCO.CCO.CCO.CCO.CO",
  "lumo_ev": 0.49,
  "total_energy_ha": -1704.270137,
  "elements": ["C", "C", "C", "C", "C", "C", "N", "O", "C", "C", "C", "H", "H", "H", "H", "H", "H", "H", "H", "H", "H", "H", "H", "H", "H", "H", "H", "H", "H", "H", "C", "C", "C", "C", "C", "C", "N", "O", "C", "C", "C", "H", "H", "H", "H", "H", "H", "H", "H", "H", "H", "H", "H", "H", "H", "H", "H", "H", "H", "H", "C", "C", "O", "H", "H", "H", "H", "H", "H", "C", "C", "O", "H", "H", "H", "H", "H", "H", "C", "C", "O", "H", "H", "H", "H", "H", "H", "C", "C", "O", "H", "H", "H", "H", "H", "H", "C", "O", "H", "H", "H", "H"],
  "coordinates": [[-4.680, -1.777, 1.799], [-3.852, -1.374, 3.038], [-2.983, -0.124, 2.659], [-3.834, 1.119, 2.488], [-4.490, 1.406, 3.908], [-5.311, 0.222, 4.503], [-4.670, -1.050, 4.271], [-5.331, -2.219, 4.690], [-5.579, 0.417, 6.032], [-6.695, 0.269, 3.795], [-2.822, -2.377, 3.296], [-4.142, -1.996, 0.877], [-5.527, -1.172, 1.474], [-5.208, -2.700, 2.035], [-2.321, 0.188, 3.467], [-2.472, -0.321, 1.717], [-4.611, 0.913, 1.752], [-3.267, 1.967, 2.104], [-5.133, 2.280, 3.817], [-3.631, 1.605, 4.549], [-4.644, 0.270, 6.573], [-5.974, 1.365, 6.397], [-6.317, -0.331, 6.322], [-6.663, 0.355, 2.709], [-7.300, -0.611, 4.012], [-7.220, 1.151, 4.160], [-2.167, -2.555, 2.443], [-3.227, -3.323, 3.658], [-2.162, -2.207, 4.146], [-4.787, -2.404, 5.460], [7.446, 1.428, 1.024], [6.732, 2.390, 0.056], [6.686, 1.770, -1.390], [5.689, 0.557, -1.510], [4.273, 1.026, -1.072], [4.257, 1.597, 0.336], [5.324, 2.611, 0.492], [5.282, 3.393, 1.634], [2.789, 2.305, 0.414], [4.248, 0.475, 1.416], [7.536, 3.805, -0.079], [6.916, 0.476, 1.064], [7.480, 1.760, 2.061], [8.469, 1.191, 0.734], [6.286, 2.504, -2.091], [7.606, 1.311, -1.753], [6.005, -0.392, -1.076], [5.640, 0.237, -2.551], [3.609, 0.179, -1.244], [3.930, 1.812, -1.746], [2.740, 3.023, -0.405], [1.983, 1.579, 0.524], [2.723, 2.908, 1.320], [5.019, -0.294, 1.443], [4.253, 0.823, 2.449], [3.303, -0.057, 1.302], [7.858, 4.242, 0.866], [6.993, 4.656, -0.491], [8.439, 3.619, -0.660], [5.899, 2.833, 2.109], [-2.844, 0.977, -4.510], [-2.988, 2.398, -5.070], [-3.600, 2.254, -6.366], [-2.515, 1.145, -3.485], [-2.280, 0.374, -5.221], [-3.780, 0.445, -4.341], [-2.042, 2.937, -5.114], [-3.603, 2.996, -4.398], [-4.004, 3.108, -6.536], [1.867, -2.601, 0.551], [2.374, -2.511, -0.904], [1.343, -1.836, -1.640], [1.219, -1.789, 0.884], [2.691, -2.639, 1.264], [1.293, -3.488, 0.818], [2.408, -3.504, -1.353], [3.361, -2.050, -0.958], [1.030, -1.126, -1.075], [-2.787, -3.980, -0.672], [-2.273, -3.919, -2.052], [-1.769, -2.651, -2.367], [-3.856, -3.770, -0.671], [-2.173, -3.313, -0.066], [-2.606, -4.912, -0.138], [-3.011, -4.399, -2.695], [-1.393, -4.547, -2.192], [-0.847, -2.691, -2.102], [0.866, -0.061, -5.072], [0.907, -1.530, -5.292], [1.910, -2.016, -4.419], [0.226, 0.148, -5.929], [1.784, 0.510, -5.210], [0.394, 0.266, -4.145], [1.121, -1.928, -6.284], [-0.026, -1.943, -4.909], [1.587, -1.945, -3.518], [-1.085, 1.480, -0.891], [-0.470, 0.294, -1.353], [-1.873, 1.374, -0.145], [-0.280, 2.106, -0.505], [-1.514, 1.947, -1.777], [-1.159, -0.365, -1.468]],
  "atomic_forces_ev_per_a": [[-1.158, -0.964, 0.076], [-0.408, 3.219, -0.648], [-1.275, 0.975, 0.064], [-1.419, -0.440, 0.978], [0.978, -0.680, -1.182], [-1.882, 0.858, -0.905], [3.074, -0.280, -1.278], [-0.377, 0.546, 0.316], [0.457, -0.585, -0.427], [-0.245, 0.217, 0.244], [0.999, -2.652, 1.536], [0.596, 0.149, 0.306], [0.294, 0.767, 0.435], [0.157, -0.371, 0.155], [0.575, -0.800, -0.018], [0.362, -0.276, 0.217], [-0.179, 0.145, -0.082], [0.064, 0.122, 0.314], [0.010, -0.016, 0.386], [-0.121, 0.288, 0.331], [0.031, -0.249, 0.083], [-0.025, 0.284, -0.743], [0.177, -0.167, 0.200], [0.370, 0.003, -0.013], [0.076, -0.042, 0.206], [-0.226, 0.004, 0.003], [-0.267, -0.049, -0.144], [-0.400, -0.423, -0.700], [0.104, 1.028, 0.005], [-0.322, -0.577, 0.273], [0.001, -0.327, -0.083], [0.192, 0.843, -1.036], [-1.299, -1.673, 0.660], [-0.578, 1.102, -0.224], [1.652, -0.654, -0.612], [-1.571, 0.103, 1.154], [-0.411, 0.264, -3.490], [0.243, -0.875, 0.497], [2.184, 0.275, 1.065], [-0.400, -0.184, 0.235], [-0.562, -1.077, 0.714], [-0.011, 0.006, -0.209], [0.087, 0.358, 0.077], [0.066, 0.266, -0.093], [0.379, 0.223, 0.034], [0.567, 0.850, 0.291], [0.150, 0.268, 0.889], [-0.056, 0.418, -0.341], [-0.407, 0.120, 0.567], [0.193, 0.039, -0.154], [-0.432, -0.360, -0.185], [0.101, -0.093, -0.704], [0.191, 0.037, 0.171], [0.278, 0.128, -0.730], [-0.136, 0.601, -0.026], [-0.054, -0.144, 0.022], [0.052, -0.565, 0.401], [-0.479, -0.571, -0.556], [-0.072, -0.029, -0.114], [0.061, 0.632, 1.733], [-0.452, 1.013, 0.203], [-0.811, -1.182, -0.166], [0.224, 0.710, 0.596], [1.043, -0.695, -0.133], [0.558, -0.021, 0.663], [-0.416, 0.395, -0.480], [0.328, -0.284, -0.270], [-0.382, 0.019, 0.003], [-0.111, -0.006, -0.437], [0.701, -0.613, 0.755], [-1.689, -0.511, 0.834], [0.547, -0.225, -0.233], [0.168, 0.456, -0.387], [0.220, 0.174, -0.018], [-0.108, -0.251, -0.621], [0.356, 0.012, 0.088], [-0.132, 0.294, -0.189], [-0.268, 0.592, -0.236], [0.022, -0.169, 1.487], [1.451, -1.920, -0.300], [-0.639, 1.256, -0.719], [0.137, 0.319, 0.505], [-0.496, 0.586, 0.124], [-0.301, -0.491, -0.473], [-0.114, 1.014, -0.773], [-0.075, -0.738, 0.309], [0.304, 0.300, -0.126], [-1.046, 0.975, -1.988], [0.874, -0.674, 2.511], [1.084, -1.381, -0.168], [-0.484, 1.400, 0.063], [0.229, -0.480, -0.045], [-0.062, -0.349, 0.000], [-0.016, 0.510, -0.078], [-0.510, -0.106, -0.610], [-0.021, 0.171, 0.301], [0.314, 0.595, -0.746], [0.034, -0.636, 0.668], [0.112, -0.378, 0.158], [-0.198, 0.094, 0.065], [-0.164, 0.521, 0.186], [-0.157, -0.311, -0.268]],
  "mulliken_charge": [-1.52, 1.79, -1.25, -0.55, -1.40, 1.47, 0.46, -0.48, -1.90, -1.78, -1.87, 0.11, 0.28, 0.49, 0.42, 0.30, 0.37, 0.34, 0.49, 0.39, 0.43, 0.36, 0.42, 0.33, 0.36, 0.50, 0.10, 0.49, 0.44, 0.36, -1.50, 1.15, -1.16, -1.00, -0.55, 1.65, 0.18, -0.43, -1.82, -1.51, -1.80, 0.34, 0.39, 0.40, 0.34, 0.48, 0.41, 0.50, -0.27, 0.48, 0.48, 0.24, 0.47, 0.31, 0.42, 0.15, 0.36, 0.39, 0.40, 0.42, -0.39, -0.45, -0.51, -0.20, 0.26, 0.39, 0.30, 0.34, 0.30, -1.31, -0.04, 0.02, 0.29, 0.41, 0.31, 0.39, 0.13, 0.02, -0.54, -0.57, -0.34, 0.30, -0.01, 0.38, 0.32, 0.35, 0.07, -0.59, -0.17, -0.57, 0.28, 0.29, 0.03, 0.35, 0.11, 0.30, -0.64, -0.29, 0.17, 0.26, 0.22, 0.21]
}

***

{
  "formula": "C27H67N3O8",
  "method": "the ωB97M-V functional and the def2-TZVPD basis",
  "orbital_gap_ev": 9.056,
  "spin_multiplicity": 1,
  "homo_energy_ha": -0.31707,
  "smiles": "CC1(C)CCCC(C)(C)N1O.CC1(C)CCCC(C)(C)N1O.CC1(C)CCCC(C)(C)N1O.O.O.O.O.O",
  "lumo_ev": 0.43,
  "total_energy_ha": -1834.995405,
  "elements": ["O", "H", "H", "O", "H", "H", "O", "H", "H", "O", "H", "H", "O", "H", "H", "C", "C", "C", "C", "C", "C", "N", "O", "C", "C", "C", "H", "H", "H", "H", "H", "H", "H", "H", "H", "H", "H", "H", "H", "H", "H", "H", "H", "H", "H", "C", "C", "C", "C", "C", "C", "N", "O", "C", "C", "C", "H", "H", "H", "H", "H", "H", "H", "H", "H", "H", "H", "H", "H", "H", "H", "H", "H", "H", "H", "C", "C", "C", "C", "C", "C", "N", "O", "C", "C", "C", "H", "H", "H", "H", "H", "H", "H", "H", "H", "H", "H", "H", "H", "H", "H", "H", "H", "H", "H"],
  "coordinates": [[-1.939, 2.323, 0.457], [-1.486, 1.640, 0.942], [-1.512, 3.157, 0.621], [1.573, -2.163, 1.695], [2.258, -2.051, 1.024], [2.061, -1.951, 2.495], [4.009, 0.893, 1.779], [4.473, 1.154, 0.991], [3.159, 0.519, 1.516], [3.581, -1.003, 3.784], [4.204, -0.336, 3.373], [3.265, -0.606, 4.609], [-0.470, -0.603, 0.735], [-1.092, -1.338, 0.856], [0.317, -0.936, 1.255], [-1.458, -3.666, -1.117], [-2.632, -4.027, -0.164], [-3.277, -5.305, -0.674], [-4.079, -6.018, 0.380], [-3.157, -6.263, 1.598], [-2.686, -5.008, 2.227], [-1.959, -4.236, 1.179], [-1.622, -3.001, 1.717], [-3.851, -4.315, 2.947], [-1.646, -5.343, 3.386], [-3.594, -2.898, -0.195], [-1.120, -2.631, -1.069], [-1.740, -3.885, -2.160], [-0.621, -4.283, -0.845], [-3.903, -5.008, -1.537], [-2.477, -6.002, -1.004], [-4.523, -6.941, -0.056], [-4.946, -5.347, 0.612], [-2.323, -6.869, 1.296], [-3.620, -6.874, 2.353], [-3.734, -3.243, 3.195], [-4.799, -4.368, 2.386], [-3.949, -4.850, 3.897], [-2.013, -6.180, 3.962], [-0.641, -5.575, 2.968], [-1.627, -4.500, 4.064], [-3.793, -2.715, -1.300], [-3.199, -1.998, 0.286], [-4.570, -3.115, 0.207], [-0.662, -3.030, 1.878], [2.154, 1.842, -2.495], [1.892, 0.346, -2.776], [2.502, 0.081, -4.210], [2.564, -1.369, -4.610], [3.506, -2.045, -3.594], [2.966, -1.852, -2.151], [2.797, -0.424, -1.902], [2.416, -0.244, -0.516], [1.827, -2.731, -1.862], [4.180, -2.317, -1.235], [0.382, 0.016, -2.580], [2.027, 2.417, -3.424], [1.475, 2.297, -1.791], [3.176, 2.089, -2.230], [1.860, 0.634, -4.916], [3.438, 0.632, -4.322], [1.531, -1.795, -4.509], [2.839, -1.452, -5.674], [4.591, -1.695, -3.635], [3.424, -3.154, -3.627], [0.888, -2.175, -1.912], [1.873, -3.191, -0.860], [1.800, -3.559, -2.527], [5.062, -1.756, -1.421], [4.294, -3.377, -1.400], [3.900, -2.145, -0.192], [-0.035, 0.006, -1.559], [-0.230, 0.822, -3.017], [0.052, -0.918, -3.049], [1.435, -0.265, -0.426], [0.904, 6.612, -0.625], [0.162, 5.254, -0.460], [1.052, 4.189, 0.356], [1.146, 4.504, 1.817], [-0.192, 4.697, 2.465], [-1.030, 5.671, 1.738], [-1.103, 5.272, 0.316], [-2.001, 6.194, -0.275], [-2.487, 5.485, 2.287], [-0.496, 7.085, 2.018], [-0.123, 4.727, -1.914], [0.340, 7.205, -1.347], [1.923, 6.363, -1.006], [0.972, 7.249, 0.307], [0.650, 3.158, 0.194], [2.010, 4.125, -0.174], [1.706, 5.452, 1.908], [1.745, 3.697, 2.268], [-0.108, 5.091, 3.468], [-0.788, 3.774, 2.465], [-2.912, 4.549, 1.955], [-2.496, 5.479, 3.388], [-3.113, 6.346, 2.011], [-0.883, 7.481, 2.944], [0.634, 7.148, 2.002], [-0.819, 7.818, 1.269], [0.715, 4.688, -2.574], [-0.882, 5.298, -2.387], [-0.616, 3.779, -1.812], [-2.675, 5.689, -0.728]],
  "atomic_forces_ev_per_a": [[-0.887, -0.425, -0.517], [0.413, -0.447, 0.227], [0.365, 0.763, 0.032], [0.130, -0.031, 0.030], [-0.147, 0.002, -0.384], [0.220, 0.106, 0.661], [-0.154, -0.083, 0.974], [-0.011, 0.002, -0.609], [0.275, 0.112, -0.433], [0.623, 0.789, -0.255], [-1.092, -0.836, 0.453], [0.211, -0.078, -0.336], [0.992, -0.107, 0.663], [-0.147, 0.125, -0.124], [-0.934, 0.318, -0.630], [-0.510, -0.194, -0.269], [1.905, 0.188, 0.390], [0.645, -0.466, -0.381], [-0.861, 0.167, 0.162], [-1.149, -0.888, -0.881], [1.256, 1.041, 1.013], [-0.960, -1.544, -0.314], [0.698, 1.182, 0.396], [-0.654, 0.599, -0.046], [-0.161, 0.285, -1.524], [-0.925, 1.094, -1.534], [-0.285, 0.094, 0.180], [0.062, 0.134, 0.285], [0.448, -0.403, -0.031], [0.359, -0.343, 0.233], [-0.358, 0.416, -0.114], [0.405, 0.412, 0.513], [0.552, -0.713, 0.226], [0.682, -0.175, -0.466], [-0.609, -0.161, 0.397], [0.476, -0.558, -0.235], [0.330, -0.166, 0.286], [-0.411, 0.123, -0.109], [-0.084, -0.387, 0.063], [-0.661, 0.196, 0.331], [0.406, 0.267, 0.087], [0.262, 0.241, 1.270], [-0.159, -0.126, -0.280], [-0.355, -0.199, 0.500], [-0.249, -0.237, -0.121], [-0.273, 0.412, -0.869], [1.102, 0.054, -0.048], [-1.915, 1.198, -0.216], [-0.039, -0.260, 0.523], [-0.137, -0.648, 0.173], [3.461, 0.651, 0.336], [-0.361, 0.290, 0.830], [-0.373, 0.108, -0.014], [-1.803, -0.220, 1.396], [-2.138, 0.309, -0.016], [-0.624, 0.603, -0.771], [-0.349, -0.217, 0.013], [-0.163, -0.108, 0.436], [0.232, -0.501, 0.394], [-0.154, -0.210, 0.158], [0.330, -0.414, 0.447], [0.826, 0.147, -0.116], [0.170, -0.215, 0.464], [-1.522, -0.415, -0.246], [0.728, 0.604, -0.731], [0.116, -0.511, 0.000], [-0.014, 0.336, -0.209], [-0.250, -0.714, -0.750], [0.812, 0.364, -0.372], [0.383, -0.363, 0.021], [0.129, -0.164, -0.054], [0.742, -0.101, -0.035], [0.354, -0.184, -0.240], [0.202, 0.270, -0.066], [0.431, -0.156, -0.432], [0.172, 0.060, 0.837], [0.977, -0.842, 0.278], [-1.050, -0.056, -2.214], [1.389, 0.204, 0.077], [0.031, -1.225, 0.043], [-1.435, 0.675, -0.029], [0.194, 0.042, -0.387], [0.089, 0.809, -0.396], [0.508, 1.414, 0.413], [0.667, 0.798, -0.839], [-0.656, -0.132, 2.030], [0.251, 0.045, -0.132], [-0.719, 0.472, 0.165], [0.258, -1.060, -1.427], [-0.181, 0.754, 0.170], [0.155, 0.300, 0.425], [0.084, -0.447, 0.181], [-0.193, 0.408, 0.249], [0.155, -0.291, 0.479], [0.448, -0.172, 0.379], [-0.132, -0.206, -0.292], [0.288, -0.071, -0.244], [0.056, -0.451, -0.172], [0.012, -0.169, 0.598], [-1.410, -0.194, 0.548], [-0.120, -0.305, -0.013], [0.772, -0.105, -0.090], [-0.534, 1.136, -0.410], [0.171, -0.979, -0.030], [-0.096, -0.448, 0.017]],
  "mulliken_charge": [-0.83, 0.20, 0.33, -0.53, 0.06, 0.23, -0.70, 0.28, 0.36, -0.65, 0.32, 0.30, -0.33, 0.28, 0.30, -2.18, 2.19, -1.18, -0.66, -1.38, 1.56, 0.21, -0.62, -1.60, -1.99, -1.65, 0.03, 0.35, 0.58, 0.44, 0.37, 0.39, 0.26, 0.42, 0.46, 0.22, 0.35, 0.51, 0.53, 0.36, 0.40, 0.41, 0.24, 0.45, 0.25, -1.86, 2.09, -1.39, -0.53, -1.10, 1.54, -0.08, 0.31, -1.01, -1.84, -1.99, 0.50, -0.15, 0.43, 0.51, 0.42, 0.20, 0.41, 0.30, 0.44, -0.32, 0.44, 0.34, 0.50, 0.41, 0.28, 0.49, 0.44, 0.41, 0.06, -1.42, 1.71, -0.25, -1.00, -1.16, 1.82, 0.49, -0.63, -1.99, -2.03, -2.20, 0.38, 0.37, 0.22, -0.29, 0.56, 0.36, 0.39, 0.45, 0.54, 0.36, 0.43, 0.41, 0.47, 0.31, 0.44, 0.38, 0.50, 0.46, 0.32]
}

***

Q: Which ΔE to the lowest compared entry with this formula, charge and spin values were calculated for the entries above? A: 385.7; 1.1, in kJ/mol.